The following is a DFT calculation (wB97M-V/def2-TZVPD) of C24H31IN5O3Ti as an isolated structure.

Output
- ΔE to the lowest compared entry with this formula, charge and spin: 6.0 kJ/mol
- Frontier orbital gap (alpha / beta): 6.07 / 7.72 eV
- M: 612.3 g/mol
- E_HOMO (alpha / beta): -8.808 / -10.506 eV
- Multiplicity: 3
- Charge: +1

CARTESIAN COORDINATES (ANGSTROEM)
Ti  -0.0043  0.7614  0.5328
C  1.5194  3.5109  -2.9422
C  0.6112  2.3741  -3.3037
N  0.4672  2.0730  -4.5699
C  -0.3440  1.0541  -4.9218
C  -1.0768  0.3260  -4.0276
C  -1.9727  -0.7740  -4.5143
O  -1.5606  -2.0094  -3.9103
C  -0.9526  0.6212  -2.6422
C  -1.8042  -0.0823  -1.7118
N  -1.6850  -0.0737  -0.4204
C  -2.7201  -0.6548  0.3599
C  -3.2947  -1.8819  0.0407
C  -4.2692  -2.4412  0.8539
C  -4.6845  -1.7822  2.0003
C  -4.1314  -0.5511  2.3279
C  -3.1629  0.0026  1.5097
I  -2.3972  1.9116  1.9536
C  -0.0498  1.6418  -2.2601
O  0.1902  1.9739  -1.0230
H  1.5729  4.2019  -3.7800
H  2.5340  3.1493  -2.7505
H  1.1727  4.0275  -2.0492
H  -0.4027  0.8394  -5.9825
H  -1.9031  -0.8319  -5.6017
H  -3.0190  -0.5674  -4.2598
H  -1.9891  -2.7325  -4.3795
H  -2.6397  -0.6276  -2.1451
H  -2.9719  -2.3983  -0.8574
H  -4.7045  -3.3953  0.5887
H  -5.4452  -2.2142  2.6356
H  -4.4652  -0.0202  3.2090
O  0.1192  -0.7100  2.0770
C  0.0113  -0.7825  3.5009
C  1.1623  -0.0609  4.1680
C  1.2335  1.4387  3.8122
C  2.2409  1.8030  2.7548
C  3.5087  2.2265  3.1438
C  4.4384  2.6007  2.1930
C  4.0706  2.5617  0.8573
C  2.7989  2.1294  0.5436
N  1.8970  1.7362  1.4580
H  0.0549  -1.6287  1.6589
H  -0.0042  -1.8342  3.7955
H  -0.9407  -0.3359  3.8023
H  2.1038  -0.5569  3.9194
H  1.0266  -0.1656  5.2464
H  1.4922  2.0021  4.7085
H  0.2473  1.7888  3.4999
H  3.7485  2.2717  4.1976
H  5.4245  2.9334  2.4886
H  4.7457  2.8685  0.0713
H  2.4549  2.1149  -0.4826
N  1.4328  -0.6741  -0.6325
C  1.0986  -1.9922  -1.2250
C  1.1064  -3.1229  -0.2158
N  0.0030  -3.0239  0.7555
H  1.6337  -0.0464  -1.4087
H  2.3098  -0.7642  -0.1235
H  1.8189  -2.2450  -2.0069
H  0.1235  -1.9194  -1.7112
H  2.0476  -3.1208  0.3402
H  1.0671  -4.0631  -0.7722
H  -0.0033  -3.8409  1.3570
H  -0.8896  -3.0187  0.2699